{
  "formula": "C69H53IN3O2P3SnTe",
  "method": "ωB97M-V with the def2-TZVPD basis set",
  "elements": ["Sn", "C", "O", "C", "C", "C", "C", "C", "C", "N", "N", "C", "C", "O", "C", "C", "C", "C", "C", "C", "C", "C", "H", "H", "H", "H", "H", "H", "H", "H", "H", "H", "H", "H", "H", "Te", "C", "C", "C", "N", "C", "C", "C", "P", "C", "C", "C", "C", "C", "C", "C", "C", "C", "C", "C", "C", "P", "C", "C", "C", "C", "C", "C", "C", "C", "C", "C", "C", "C", "H", "H", "H", "H", "H", "H", "H", "H", "H", "H", "H", "H", "H", "H", "H", "H", "H", "H", "H", "H", "H", "H", "H", "H", "I", "C", "C", "C", "C", "C", "C", "C", "C", "C", "P", "C", "C", "C", "C", "C", "C", "C", "C", "C", "C", "C", "C", "C", "H", "H", "H", "H", "H", "H", "H", "H", "H", "H", "H", "H", "H", "H", "H", "H"],
  "coordinates": [[-0.2791, 0.4470, -0.0894], [-3.4197, 2.2455, 0.1640], [-2.3952, 1.6687, 0.9551], [-2.4063, 1.8226, 2.3049], [-3.4012, 2.5004, 2.9901], [-3.3256, 2.6031, 4.3734], [-2.2597, 2.0396, 5.0560], [-1.2602, 1.3784, 4.3601], [-1.3236, 1.2543, 2.9823], [-0.2749, 0.6266, 2.2284], [0.6102, 0.1450, 2.9970], [1.8094, -0.3124, 2.5796], [2.4296, 0.0721, 1.3638], [1.8384, 0.7557, 0.4521], [3.8174, -0.2738, 1.1719], [4.4952, -0.9804, 2.0971], [3.8879, -1.4028, 3.3281], [4.6071, -2.1633, 4.2636], [4.0181, -2.5705, 5.4362], [2.6852, -2.2182, 5.6905], [1.9639, -1.4798, 4.7827], [2.5540, -1.0516, 3.5812], [-3.4246, 3.3316, 0.2741], [-3.1761, 1.9773, -0.8641], [-4.3918, 1.8242, 0.4264], [-4.2265, 2.9456, 2.4556], [-4.1036, 3.1278, 4.9101], [-2.1959, 2.1221, 6.1322], [-0.4124, 0.9569, 4.8821], [4.2744, 0.0532, 0.2480], [5.5286, -1.2539, 1.9183], [5.6327, -2.4285, 4.0404], [4.5730, -3.1614, 6.1516], [2.2134, -2.5368, 6.6113], [0.9278, -1.2343, 4.9764], [-1.4261, -4.9898, 0.5642], [-2.4738, -5.6581, -1.1474], [-3.7338, -6.2305, -1.0538], [-4.4001, -6.5835, -2.2209], [-3.9077, -6.4061, -3.4419], [-2.6931, -5.8627, -3.5191], [-1.9439, -5.4806, -2.4198], [-1.1274, -3.0577, -0.0719], [-2.2689, -1.8238, 0.3903], [-3.8404, -2.3578, -0.3597], [-4.8084, -3.1075, 0.2990], [-5.8968, -3.6166, -0.3980], [-6.0260, -3.3879, -1.7593], [-5.0642, -2.6373, -2.4254], [-3.9845, -2.1244, -1.7277], [-2.5573, -1.7943, 2.2007], [-1.5679, -2.2711, 3.0554], [-1.6805, -2.1283, 4.4316], [-2.7943, -1.5068, 4.9765], [-3.7872, -1.0185, 4.1351], [-3.6644, -1.1578, 2.7626], [0.4245, -2.2614, -0.2530], [0.6753, -1.8589, -2.0466], [1.7567, -1.0618, -2.4365], [1.8901, -0.6411, -3.7499], [0.9395, -1.0082, -4.6954], [-0.1400, -1.7912, -4.3178], [-0.2743, -2.2102, -2.9992], [1.7566, -3.4358, 0.0915], [2.3730, -4.1792, -0.9069], [3.3295, -5.1272, -0.5737], [3.6759, -5.3356, 0.7537], [3.0627, -4.5944, 1.7559], [2.1082, -3.6487, 1.4215], [-4.2148, -6.3770, -0.0948], [-5.3913, -7.0199, -2.1630], [-2.2922, -5.7290, -4.5185], [-0.9638, -5.0436, -2.5553], [-4.7001, -3.3274, 1.3545], [-6.6357, -4.2100, 0.1245], [-6.8672, -3.7970, -2.3021], [-5.1531, -2.4602, -3.4891], [-3.2262, -1.5538, -2.2539], [-0.6864, -2.7457, 2.6353], [-0.8988, -2.5089, 5.0764], [-2.8901, -1.4003, 6.0490], [-4.6536, -0.5218, 4.5513], [-4.4402, -0.7560, 2.1190], [2.4885, -0.7475, -1.7001], [2.7288, -0.0186, -4.0361], [1.0381, -0.6765, -5.7211], [-0.8876, -2.0719, -5.0488], [-1.1296, -2.7960, -2.6835], [2.1087, -4.0202, -1.9462], [3.8032, -5.7071, -1.3549], [4.4207, -6.0782, 1.0080], [3.3266, -4.7473, 2.7943], [1.6304, -3.0711, 2.2025], [-1.0073, 2.2737, -3.5544], [0.5599, 3.0871, -4.6695], [0.6430, 2.6344, -5.9565], [1.4629, 3.2933, -6.8992], [2.1024, 4.4394, -6.5411], [2.0456, 4.9180, -5.2070], [2.6909, 6.1319, -4.8641], [2.6824, 6.5898, -3.5804], [2.1159, 5.7906, -2.5703], [1.5019, 4.5989, -2.8448], [1.2123, 3.4356, -1.4346], [2.8343, 3.6209, -0.6113], [3.8558, 2.8426, -1.1550], [5.1302, 2.8691, -0.6176], [5.3966, 3.6550, 0.4985], [4.3833, 4.4187, 1.0553], [3.1094, 4.4061, 0.4989], [0.0653, 4.3679, -0.3787], [-0.0349, 4.0219, 0.9720], [-0.9879, 4.6149, 1.7859], [-1.8743, 5.5439, 1.2563], [-1.7998, 5.8738, -0.0893], [-0.8325, 5.2953, -0.9002], [1.3522, 4.1858, -4.2094], [0.0335, 1.7984, -6.2708], [1.5224, 2.9148, -7.9103], [2.6697, 5.0090, -7.2660], [3.1834, 6.6900, -5.6493], [3.1568, 7.5266, -3.3242], [2.2377, 6.0951, -1.5357], [3.6452, 2.2039, -2.0074], [5.9140, 2.2670, -1.0592], [6.3872, 3.6645, 0.9333], [4.5817, 5.0339, 1.9231], [2.3318, 5.0214, 0.9387], [0.6364, 3.2797, 1.3911], [-1.0478, 4.3363, 2.8306], [-2.6205, 6.0045, 1.8901], [-2.4915, 6.5910, -0.5114], [-0.7825, 5.5647, -1.9488]],
  "forces_ev_per_a": [[0.087, -0.075, -0.047], [-0.006, -0.010, -0.032], [0.111, -0.131, 0.089], [-0.077, -0.038, -0.192], [0.021, -0.058, 0.093], [0.029, -0.047, -0.056], [-0.021, 0.069, 0.006], [-0.033, 0.099, 0.202], [-0.002, 0.005, -0.125], [-0.037, 0.123, 0.151], [0.118, -0.031, -0.135], [-0.031, -0.011, -0.057], [0.063, 0.041, -0.188], [-0.005, -0.135, 0.197], [-0.189, 0.075, 0.032], [-0.001, -0.061, 0.064], [0.149, 0.029, -0.142], [-0.045, -0.027, 0.103], [-0.012, 0.028, -0.086], [0.016, -0.010, 0.036], [-0.022, -0.035, 0.028], [-0.011, 0.005, 0.016], [-0.015, -0.004, -0.022], [-0.035, 0.057, 0.047], [-0.031, 0.008, 0.002], [-0.026, 0.012, -0.027], [-0.029, 0.026, 0.028], [-0.006, 0.004, 0.022], [-0.062, 0.034, -0.032], [0.011, 0.013, -0.024], [0.022, -0.004, 0.006], [0.040, -0.009, -0.001], [0.006, -0.008, 0.028], [-0.002, -0.013, 0.016], [0.074, 0.021, -0.011], [-0.006, -0.372, -0.009], [-0.043, 0.036, -0.072], [0.021, -0.026, -0.032], [0.002, -0.024, 0.053], [0.004, -0.001, 0.008], [0.041, 0.014, -0.064], [-0.038, -0.018, 0.006], [0.465, 0.362, 0.573], [-0.084, 0.389, 0.122], [-0.009, 0.062, 0.020], [-0.023, -0.048, 0.077], [-0.009, 0.061, -0.010], [0.035, 0.055, 0.030], [-0.049, -0.054, 0.008], [0.003, 0.028, 0.001], [-0.075, -0.236, -0.035], [0.079, -0.018, 0.024], [-0.119, -0.003, -0.017], [-0.035, -0.046, -0.056], [0.042, -0.078, 0.062], [-0.085, 0.064, -0.057], [-0.395, 0.188, -0.839], [0.162, -0.217, 0.035], [-0.009, 0.029, 0.045], [-0.029, -0.016, 0.007], [0.025, -0.025, 0.011], [-0.019, -0.010, -0.018], [-0.037, 0.085, 0.065], [0.041, 0.143, 0.204], [0.050, -0.010, -0.108], [0.032, -0.009, 0.018], [-0.019, 0.008, 0.022], [0.003, -0.019, -0.044], [0.018, -0.071, 0.019], [0.013, 0.005, 0.003], [-0.036, -0.019, -0.008], [-0.005, 0.003, -0.027], [0.041, -0.015, -0.011], [0.018, 0.035, -0.008], [-0.026, -0.015, 0.014], [-0.021, -0.017, -0.024], [-0.007, -0.003, -0.022], [0.011, 0.023, 0.005], [-0.035, -0.032, -0.003], [-0.015, -0.044, 0.012], [0.005, 0.020, 0.024], [-0.026, 0.016, 0.004], [-0.007, -0.027, -0.029], [0.030, -0.015, 0.051], [0.010, 0.014, -0.008], [0.012, 0.005, -0.016], [-0.019, -0.008, -0.018], [-0.012, -0.021, -0.024], [-0.003, -0.012, 0.050], [0.009, -0.014, -0.012], [0.014, -0.011, 0.001], [0.013, -0.002, 0.018], [-0.019, 0.007, 0.023], [-0.163, -0.099, -0.007], [0.047, 0.003, -0.097], [0.083, 0.120, -0.051], [-0.054, -0.028, 0.090], [-0.008, 0.031, 0.025], [0.104, 0.039, -0.097], [-0.045, -0.015, 0.056], [-0.028, -0.032, -0.081], [0.169, 0.109, 0.045], [-0.206, -0.128, -0.068], [0.184, -0.110, -0.147], [-0.006, -0.070, 0.050], [0.055, -0.015, -0.014], [0.031, 0.045, 0.049], [-0.021, -0.029, -0.028], [0.006, -0.003, -0.020], [0.018, 0.136, 0.077], [-0.043, -0.012, 0.069], [-0.104, -0.010, 0.020], [0.055, 0.018, 0.010], [0.020, -0.003, -0.031], [0.015, 0.027, 0.040], [-0.064, 0.024, -0.034], [-0.088, -0.105, 0.170], [-0.016, 0.004, -0.009], [0.002, -0.003, -0.023], [0.015, 0.001, -0.020], [0.037, 0.023, -0.031], [0.023, 0.034, 0.009], [-0.028, 0.006, -0.067], [-0.028, 0.002, 0.009], [0.023, -0.009, 0.001], [0.019, 0.006, 0.004], [0.008, 0.007, 0.023], [0.052, -0.042, -0.019], [0.024, -0.013, -0.001], [0.006, 0.026, 0.021], [-0.026, 0.009, 0.021], [-0.017, 0.023, -0.007], [0.012, -0.003, 0.032]],
  "gap_ev": 6.03,
  "e_lumo_ev": -0.84,
  "e_tot_ev": -130069.935,
  "e_above_lowest_kj_mol": 0.00
}